1.
Below is the molecule C4H8IP in a non-equilibrium geometry, with properties calculated with ωB97M-V/def2-TZVPD.

Each line ends with the natural charge from an NBO analysis.
Element x y z (Å)
C -0.400 -0.542 0.379  -0.443
C 0.849 -1.297 -0.087  -0.463
C 0.224 0.826 0.679  -0.429
C 1.693 -0.106 -0.543  -0.326
P -0.330 2.364 -0.082  0.343
I 3.702 0.088 0.026  0.142
H -1.129 -0.454 -0.427  0.207
H -0.908 -0.975 1.242  0.212
H 1.323 -1.821 0.742  0.215
H 0.675 -2.027 -0.884  0.208
H 0.718 0.938 1.635  0.219
H 1.515 0.255 -1.543  0.197
H -1.618 2.338 0.455  -0.038
H -0.793 1.763 -1.254  -0.044

multiplicity = 1
total charge = 0



2.
Below is a structure of composition C4H8KS2, with properties calculated with ωB97M-V/def2-TZVPD.

Each line ends with the natural charge from an NBO analysis.
Element x y z (Å)
S 1.369 1.420 -0.605  0.239
S -0.866 -1.109 0.289  0.111
C 1.714 -0.057 0.382  -0.563
C 0.540 -0.493 1.247  -0.541
C -0.038 0.804 -1.562  -0.563
C -1.212 0.368 -0.698  -0.541
H 2.034 -0.884 -0.281  0.227
H 2.578 0.218 1.018  0.251
H 0.213 0.337 1.901  0.225
H 0.836 -1.338 1.898  0.234
H 0.290 -0.027 -2.217  0.227
H -0.334 1.649 -2.213  0.251
H -2.075 0.093 -1.333  0.234
H -1.532 1.195 -0.035  0.225
K -3.519 -2.175 2.208  0.986

multiplicity = 1
total charge = +1



3.
Below is the ion C4H8N with charge +1 in a non-equilibrium geometry, with properties calculated with ωB97M-V/def2-TZVPD.

Each line ends with the natural charge from an NBO analysis.
Element x y z (Å)
C -1.852 0.431 0.201  -0.003
C 0.445 -0.002 0.730  -0.039
C -0.005 -1.221 0.158  -0.419
C -0.754 0.002 -0.463  -0.326
N 1.586 0.552 0.073  -0.719
H 0.623 -1.644 -0.554  0.213
H -0.651 -1.886 0.683  0.263
H -2.188 0.112 1.122  0.227
H -2.384 1.300 -0.287  0.232
H -0.449 0.429 -1.438  0.249
H 2.296 0.416 0.784  0.472
H 1.594 1.545 -0.156  0.456
H 1.737 -0.033 -0.852  0.395

multiplicity = 1
total charge = +1



4.
Below is the ion C4H8N with charge +1 in a non-equilibrium geometry, with properties calculated with ωB97M-V/def2-TZVPD.

Each line ends with the natural charge from an NBO analysis.
Element x y z (Å)
C 2.223 -0.399 -0.093  -0.768
C 0.812 -0.072 -0.003  0.503
C -0.039 0.577 0.720  -0.154
N -1.443 0.561 0.607  -0.547
C -1.815 -0.242 -0.639  -0.429
H 2.779 0.340 -0.666  0.274
H 2.406 -1.421 -0.437  0.300
H 2.691 -0.368 0.953  0.373
H -2.856 -0.554 -0.579  0.248
H 0.053 0.939 1.765  0.365
H -2.003 1.399 0.520  0.423
H -1.220 -1.142 -0.629  0.206
H -1.590 0.382 -1.518  0.208

multiplicity = 1
total charge = +1



5.
Below is a cluster of 2 separate species, C4H8N in total in a non-equilibrium geometry, with properties calculated with ωB97M-V/def2-TZVPD.

Each line ends with the natural charge from an NBO analysis.
Element x y z (Å)
C -0.200 -1.962 -1.484  0.447
C 0.055 2.420 -0.281  -0.380
C 0.756 -1.679 0.866  -0.467
C -0.749 1.520 0.212  -0.431
N 0.218 -1.751 -0.418  -0.146
H 0.671 3.182 0.315  0.228
H -0.164 2.844 -1.289  0.212
H -0.819 1.133 1.305  0.190
H 1.707 -2.164 0.902  0.281
H 0.842 -0.622 1.078  0.288
H -0.079 -2.060 1.542  0.284
H -1.521 1.022 -0.325  0.185
H -0.719 -1.883 -2.423  0.309

multiplicity = 1
total charge = +1



6.
Below is the ion C4H8N with charge +1 in a non-equilibrium geometry, with properties calculated with ωB97M-V/def2-TZVPD.

Each line ends with the natural charge from an NBO analysis.
Element x y z (Å)
C -1.920 -0.443 0.066  -0.412
C -0.877 0.309 -0.646  -0.038
C -0.751 0.264 0.818  -0.037
C 1.708 0.198 -0.114  -0.429
N 0.330 -0.354 -0.051  -0.367
H -2.972 0.006 0.101  0.283
H -2.181 -1.508 0.035  0.255
H -0.919 1.138 -1.437  0.296
H -0.476 0.879 1.564  0.253
H 1.807 1.323 -0.134  0.251
H 2.317 -0.108 0.782  0.252
H 2.074 -0.185 -1.012  0.238
H 0.314 -1.460 0.152  0.457

multiplicity = 1
SMILES = C[N@H+]1[C@@H]2C[C@@H]21
total charge = +1



7.
Below is a cluster of 2 separate species, C4H8N2 in total, with properties calculated with ωB97M-V/def2-TZVPD.

Each line ends with the natural charge from an NBO analysis.
Element x y z (Å)
C -1.445 1.385 1.471  -0.042
N -0.913 0.704 0.549  -0.420
C -1.282 -0.695 0.424  -0.445
C 2.250 -1.260 -1.432  -0.692
C 1.943 -0.023 -1.107  0.421
N 1.704 1.145 -0.830  -0.645
H -1.169 2.434 1.584  0.178
H 0.775 1.263 -0.397  0.414
H -2.177 0.973 2.179  0.145
H -0.386 -1.307 0.566  0.219
H -1.638 -0.880 -0.594  0.213
H -2.056 -1.004 1.142  0.173
H 2.007 -1.638 -2.418  0.240
H 2.765 -1.900 -0.727  0.239

multiplicity = 1
SMILES = C=C=N.C=NC
total charge = 0



8.
Below is a structure of composition C4H8N2 in a non-equilibrium geometry, with properties calculated with ωB97M-V/def2-TZVPD.

Each line ends with the natural charge from an NBO analysis.
Element x y z (Å)
C 2.960 -0.391 -0.066  -0.697
C 1.625 0.233 0.186  -0.120
C 0.268 -0.028 -0.133  -0.319
C -0.833 0.896 -0.102  -0.026
H 3.506 -0.175 -1.043  0.240
H 3.318 0.115 0.901  0.245
H 2.953 -1.507 -0.148  0.228
H 1.825 1.227 1.000  0.163
H -0.080 -0.896 -0.804  0.227
H -0.588 1.914 -0.261  0.197
H -1.775 -0.923 1.259  0.358
H -3.398 -1.094 -0.043  0.384
N -2.014 0.424 -0.099  -0.246
N -2.256 -0.843 0.074  -0.635

multiplicity = 1
total charge = 0



9.
Below is a structure of composition C4H8N2 in a non-equilibrium geometry, with properties calculated with ωB97M-V/def2-TZVPD.

Each line ends with the natural charge from an NBO analysis.
Element x y z (Å)
C 1.889 -0.284 -0.035  -0.272
N 1.071 -1.220 0.647  -0.621
C 0.633 -0.035 -0.856  -0.029
C -0.663 0.652 -0.549  -0.152
C -1.615 -0.199 0.209  -0.250
N -0.925 0.931 0.846  -0.603
H 2.652 -0.819 -0.605  0.195
H 2.283 0.554 0.537  0.189
H 0.798 -0.782 1.550  0.346
H 0.478 -0.482 -1.864  0.204
H -1.141 1.276 -1.323  0.216
H -1.217 -1.175 0.468  0.227
H -2.682 -0.134 0.021  0.190
H -1.560 1.715 0.953  0.358

multiplicity = 1
total charge = 0



Values of energy above the lowest of the compared OMol25 structures with the same formula, charge and spin, in order: 41.54; 8.29; 87.67; 86.33; 55.58; 55.97; 49.79; 127.14; 96.71, all in kcal per mole.
Values of orbital gap, in order: 8.9; 7.2; 8.0; 6.6; 8.8; 12.7; 9.6; 8.4; 9.2, all in eV.
Values of calculated total energy, in order: -21664.27476; -42268.28562; -5756.06228; -5756.12059; -5757.45406; -5757.43693; -7255.71621; -7252.36215; -7253.68146, all in eV.